165
Properties=species:S:1:pos:R:3:forces:R:3:mulliken_charge:R:1 method="wB97M-V/def2-TZVPD" charge=+1 energy_ha=-5771.3129 mol_weight_g_mol=1431.01
C 1.1720 -3.2306 5.5777 -0.34 0.87 -0.78 -1.19
C -0.0297 -3.3596 4.5488 -1.05 -1.58 2.42 0.91
C -1.2802 -4.0696 5.3032 1.44 -0.96 -0.73 -1.46
N -0.2132 -3.1736 3.3133 -0.92 2.58 1.14 -0.51
C 0.3857 -2.1947 2.3808 0.27 -3.18 -2.21 1.46
C 1.8774 -2.7189 2.1483 2.46 -0.52 0.82 -1.68
I 2.0050 -5.0007 2.5439 -0.27 0.11 3.76 0.11
C 2.7010 -2.9370 0.8245 0.27 1.26 -0.84 -0.75
C 3.1156 -1.8951 -0.2793 1.36 -0.03 -0.77 -0.77
I 2.0473 -4.7517 -0.3965 0.40 5.35 -0.53 0.23
N -0.3640 -2.6413 1.1608 -0.27 2.29 1.10 0.07
C -0.2888 -1.8417 -0.0389 0.79 -0.63 -0.45 -0.55
C -1.6219 -2.1197 -0.8418 -1.84 -0.83 -0.91 -0.09
Cl -1.6923 -3.9857 -1.0845 0.74 0.95 1.13 -0.16
C -1.8862 -1.5632 -2.3138 -0.97 0.82 -1.13 0.36
C -2.8013 -0.2272 -2.3882 0.43 -0.12 -0.59 -0.99
Cl -2.9213 -2.7544 -3.3325 0.57 0.70 0.30 -0.21
C 0.1986 -0.3407 0.3152 3.50 -0.78 -1.51 0.41
C 0.2387 0.4355 -1.0461 1.28 -0.15 -1.76 -0.90
C 1.5943 1.1959 -1.4439 -0.96 2.01 -0.60 -0.44
N 1.5221 2.1992 -2.2806 0.51 -1.90 1.96 -0.65
N -0.3511 0.2469 1.5918 -3.25 -0.50 -1.28 1.76
C -1.8739 0.0838 1.3607 -2.34 -2.77 0.91 -1.40
C -0.3279 1.7172 1.8238 -0.60 3.73 1.05 -0.69
Cl -1.4307 2.6784 0.6114 0.83 -0.87 0.36 -0.09
C 0.8647 2.7279 2.0373 0.39 2.67 1.48 -0.10
C 1.1471 3.1109 3.6031 -0.14 0.37 -0.16 -0.17
Cl 2.4488 2.6528 1.1748 -0.62 -0.36 0.11 0.09
C 0.0808 -0.6428 2.7663 0.96 -0.10 3.25 2.02
C -0.9582 -0.4932 4.0127 0.03 -0.02 1.31 -2.13
C -2.3451 -1.1808 4.1240 -2.35 0.65 -0.03 -1.15
O -2.7030 -1.3464 5.5304 0.61 0.29 -0.67 -0.56
C 1.3534 -0.1470 3.5914 0.80 -0.28 1.69 -0.04
C 2.7497 0.1906 3.0687 4.14 0.40 -1.16 -0.88
O 3.3592 -0.1005 2.0445 -2.97 -0.01 1.33 -0.41
O 3.6195 0.8484 4.0146 -2.46 -0.03 -0.26 -0.55
H 1.3880 -4.2588 5.9991 -0.40 1.22 -0.51 0.40
H 0.8340 -2.5270 6.4099 0.58 -0.96 -0.93 0.34
H 2.1147 -2.8485 5.0828 -1.00 -0.44 0.70 0.26
H -0.9609 -5.1538 5.4881 -0.42 1.39 -0.04 0.46
H -1.4664 -3.5727 6.2969 0.06 -0.48 -1.19 0.30
H -2.1851 -4.1288 4.6303 1.05 0.37 0.88 0.26
H 2.6134 -2.4392 2.9839 -1.24 -0.12 -1.19 0.27
H 3.7295 -3.3289 1.1840 -1.88 0.39 -0.50 0.58
H 3.5523 -2.5295 -1.1326 -0.69 0.86 1.14 0.48
H 3.9997 -1.2203 -0.0253 -1.49 -0.86 0.15 -0.22
H 2.3484 -1.2552 -0.7813 0.55 -0.75 0.63 0.22
H -0.3233 -3.6527 1.1108 -0.08 0.19 -0.41 0.79
H 0.5134 -2.2531 -0.7569 -0.80 0.91 0.92 0.69
H -2.5863 -1.9490 -0.2524 1.55 -0.12 -0.66 0.35
H -0.9751 -1.4442 -2.9886 -1.08 -0.26 1.30 0.30
H -3.3448 -0.0095 -1.4233 0.80 -0.07 -0.91 0.22
H -3.6134 -0.3310 -3.1819 1.24 -0.02 1.11 0.50
H -2.1410 0.6166 -2.7568 -0.94 -0.70 0.79 0.13
H 1.3140 -0.3762 0.6168 -1.51 -0.57 -0.67 -0.22
H 0.3710 -0.3800 -1.8484 -0.52 0.76 1.37 0.41
H -0.6820 0.9846 -1.3854 1.20 -0.30 0.69 -0.01
H 2.6092 0.8752 -1.0638 -1.42 -0.14 -0.18 0.28
H 2.4933 2.5325 -2.3994 -0.45 -0.19 -0.30 0.32
H -2.1982 -0.9949 1.5819 1.18 1.29 -0.15 0.19
H -2.5048 0.6578 2.0915 0.96 -0.04 -1.19 0.58
H -2.1628 0.1803 0.2810 0.63 0.69 1.32 -0.14
H -0.9484 1.9686 2.7620 1.02 -1.09 -1.37 0.38
H 0.5024 3.7587 1.6799 0.08 -2.11 0.23 0.75
H 2.2232 2.9012 3.8576 -1.36 -0.11 0.00 0.07
H 0.3922 2.6191 4.2899 1.08 0.39 -0.69 0.13
H 1.0115 4.2376 3.7826 0.12 -1.74 -0.66 -0.29
H -0.4413 -0.8430 4.9803 -0.43 0.14 -1.76 0.65
H -1.1063 0.6048 4.3107 0.21 -1.22 -0.95 0.64
H -3.1772 -0.5095 3.7081 1.24 -0.80 0.20 0.26
H -2.5074 -2.1873 3.6501 0.80 1.08 0.46 0.32
H -2.8918 -0.4789 5.9290 0.10 -0.39 -0.35 0.37
H 1.5642 -1.0643 4.2579 -0.18 1.23 -1.01 -0.16
H 1.1186 0.6124 4.4155 0.15 -0.77 -1.63 0.67
H 3.9643 1.6552 3.5712 0.13 -0.74 0.08 0.16
C -1.2641 4.6637 -2.7939 -0.63 -0.13 -0.47 -0.45
C -2.5383 4.4509 -3.5404 -0.89 -0.14 -0.48 0.31
N -3.5356 4.2785 -4.1160 1.83 0.31 1.03 -0.44
H -0.4805 4.0260 -3.2070 -0.08 -0.03 0.08 0.19
H -0.9544 5.7064 -2.8743 -0.12 -0.05 -0.03 0.36
H -1.4079 4.4144 -1.7420 0.00 -0.01 -0.11 0.02
C 6.2801 4.8738 0.8602 -0.07 -0.19 1.04 -0.54
C 5.8551 4.2789 2.1598 -0.43 -0.65 1.54 0.40
N 5.5240 3.8127 3.1829 0.58 1.03 -2.53 -0.50
H 5.4062 5.1823 0.2943 0.10 -0.11 0.20 -0.07
H 6.9150 5.7428 1.0399 -0.02 -0.09 0.12 0.36
H 6.8374 4.1385 0.2813 -0.13 0.04 0.05 0.24
C -6.6598 0.3568 3.2099 0.56 0.34 -0.42 -0.95
C -5.5649 0.9765 2.4069 0.76 0.46 -0.59 0.51
N -4.7113 1.4623 1.7783 -1.52 -0.97 1.19 -0.42
H -7.6277 0.6356 2.7924 0.11 0.01 -0.01 0.36
H -6.5626 -0.7292 3.1918 0.03 0.09 -0.04 0.28
H -6.6031 0.7034 4.2422 0.04 0.02 -0.10 0.29
C -1.6344 6.8639 3.3242 -0.14 -0.84 0.44 -0.84
C -1.7842 5.5728 4.0782 -0.18 -1.26 0.72 0.48
N -1.9142 4.5678 4.6665 0.40 2.27 -1.51 -0.47
H -0.7247 6.8447 2.7235 -0.01 -0.09 0.17 0.24
H -2.4933 7.0103 2.6681 0.00 -0.09 0.12 0.33
H -1.5775 7.6954 4.0270 0.01 -0.12 0.00 0.31
C 7.2111 3.5766 6.0456 0.20 0.73 0.38 -0.08
C 7.5895 4.8471 6.7313 0.30 0.87 0.53 0.26
N 7.8841 5.8388 7.2672 -0.59 -1.75 -1.01 -0.40
H 6.6328 3.8016 5.1486 0.08 -0.05 0.14 -0.22
H 8.1084 3.0249 5.7637 -0.03 0.08 0.05 0.30
H 6.6092 2.9597 6.7138 0.06 0.08 -0.01 0.25
C 3.3560 6.1531 -2.3922 0.53 -0.53 0.19 -0.74
C 4.3641 5.1167 -2.0225 0.69 -0.83 0.11 0.51
N 5.1516 4.3070 -1.7336 -1.65 1.41 -0.84 -0.50
H 2.3555 5.8032 -2.1355 0.10 -0.05 0.01 0.14
H 3.5607 7.0780 -1.8520 0.03 -0.09 -0.03 0.34
H 3.4024 6.3480 -3.4640 0.05 -0.06 0.08 0.34
C 3.6163 -9.1253 -0.9202 -0.14 0.93 0.08 -0.39
C 3.1323 -7.7102 -0.9746 -0.37 1.31 0.12 0.64
N 2.7554 -6.5978 -1.0136 1.40 -7.77 -2.50 -0.61
H 2.8152 -9.7738 -0.5639 -0.02 0.16 0.01 0.22
H 3.9241 -9.4550 -1.9136 -0.02 0.09 0.05 -0.07
H 4.4654 -9.2014 -0.2391 -0.07 0.05 -0.04 0.31
C -6.4176 -2.5402 -4.5211 -0.79 -0.05 0.23 -0.35
C -7.8497 -2.6532 -4.1153 -1.01 -0.08 0.27 0.23
N -8.9668 -2.7420 -3.7982 2.02 0.17 -0.54 -0.38
H -6.2590 -3.0549 -5.4691 -0.06 0.04 0.07 0.29
H -6.1467 -1.4900 -4.6361 -0.06 -0.05 -0.01 0.11
H -5.7806 -2.9912 -3.7600 -0.10 0.03 -0.04 0.09
C -6.7214 4.1999 -4.8271 -0.69 0.21 -0.49 -0.61
C -7.8418 4.4892 -5.7696 -0.83 0.17 -0.62 0.30
N -8.7165 4.7145 -6.5058 1.64 -0.39 1.31 -0.45
H -6.8974 4.7035 -3.8758 -0.03 0.03 -0.12 0.35
H -6.6502 3.1262 -4.6545 0.01 0.09 -0.11 0.21
H -5.7817 4.5546 -5.2481 -0.09 -0.08 0.06 0.20
C 4.0636 6.7446 5.1179 -0.66 -0.10 -0.40 -0.65
C 2.7909 6.5559 4.3610 -0.89 -0.13 -0.55 0.39
N 1.7969 6.4079 3.7706 1.82 0.32 1.03 -0.47
H 4.8428 6.1095 4.6943 -0.12 0.00 -0.01 0.06
H 4.3792 7.7865 5.0572 -0.08 -0.07 -0.01 0.33
H 3.9148 6.4773 6.1645 -0.04 0.02 -0.09 0.29
C 7.0691 0.3184 -0.7826 -0.69 -0.15 -0.37 -0.90
C 5.7826 0.0893 -1.5025 -0.85 -0.07 -0.59 0.58
N 4.7778 -0.0905 -2.0635 1.85 0.49 0.94 -0.44
H 7.8620 -0.2693 -1.2460 -0.10 0.03 0.00 0.35
H 7.3349 1.3749 -0.8278 -0.08 -0.07 -0.06 0.22
H 6.9669 0.0200 0.2615 -0.06 -0.01 -0.08 0.28
C 2.4091 -12.6847 -2.3382 0.56 0.37 -0.45 -0.84
C 3.4821 -12.0219 -3.1371 1.52 0.78 -1.21 0.45
N 4.3282 -11.5159 -3.7760 -2.31 -1.34 1.85 -0.45
H 1.4302 -12.4004 -2.7255 0.10 0.00 -0.02 0.28
H 2.5169 -13.7677 -2.4011 0.04 0.10 -0.02 0.32
H 2.4825 -12.3793 -1.2939 0.04 -0.03 -0.08 0.26
C 3.9423 -8.3649 -4.4151 0.15 0.45 -0.74 -0.50
C 4.0236 -7.6420 -5.7181 0.04 0.55 -0.89 0.10
N 4.0869 -7.0779 -6.7349 -0.12 -1.01 1.84 -0.38
H 4.2330 -7.6983 -3.6017 -0.03 0.09 -0.15 0.19
H 2.9213 -8.7094 -4.2459 0.05 0.03 -0.08 0.29
H 4.6106 -9.2257 -4.4248 -0.09 0.06 -0.09 0.30
C -4.8125 2.4609 -8.5336 -0.22 -0.30 0.70 -0.81
C -5.2032 1.8847 -7.2137 -0.28 -0.42 0.91 0.32
N -5.5097 1.4354 -6.1839 0.57 0.72 -1.84 -0.34
H -5.7054 2.7345 -9.0965 0.04 -0.03 0.10 0.28
H -4.1996 3.3498 -8.3820 -0.06 -0.08 0.05 0.27
H -4.2422 1.7268 -9.1034 -0.06 0.02 0.09 0.31
C -10.5485 2.3584 -7.8462 -0.75 -0.09 -0.49 -0.59
C -11.8268 2.1354 -8.5846 -0.91 -0.21 -0.52 0.23
N -12.8241 1.9616 -9.1609 1.80 0.32 1.03 -0.37
H -9.7662 1.7208 -8.2594 -0.10 0.01 0.00 0.25
H -10.2438 3.4006 -7.9375 -0.06 -0.09 0.05 0.23
H -10.6832 2.1187 -6.7913 -0.03 0.04 -0.09 0.26

---

126
Properties=species:S:1:pos:R:3:forces:R:3:mulliken_charge:R:1 method="wB97M-V/def2-TZVPD" charge=+1 energy_ha=-4142.1608 mol_weight_g_mol=1020.79
C 3.6726 -4.8135 -1.3728 -5.25 8.52 -1.50 0.09
C 2.9610 -3.5872 -1.5269 4.41 -7.84 0.87 -0.54
P 1.8474 -2.0113 -1.7934 -0.84 -0.04 0.87 0.98
N 2.8409 -0.5732 -2.1530 -1.20 -1.83 1.64 -0.63
C 0.8930 -1.6734 -0.1501 -0.89 2.77 1.49 0.01
C 0.4705 -0.2890 0.3028 1.17 -3.83 -0.88 0.15
C 0.5151 -2.3986 -3.1236 0.16 -0.60 -0.89 -0.87
C -0.8000 -1.4212 -3.0749 -0.45 0.79 -0.97 0.51
C -2.1455 -2.2502 -3.6146 0.56 0.21 -1.23 -0.35
C -3.5565 -1.4712 -3.3200 0.33 0.32 -1.40 -0.62
N -3.9106 -1.3026 -1.8608 2.20 -1.02 1.84 0.28
C -3.6793 0.1024 -1.3515 -0.81 1.08 0.78 -0.36
C -3.3002 -2.3633 -0.9732 3.04 -0.25 2.46 0.16
C -3.8714 -3.9271 -1.0967 1.01 0.85 -0.66 -0.66
O -2.3039 -2.1616 -0.0976 -5.58 -0.39 -4.51 -0.35
H 4.2135 -5.8772 -1.3463 -1.33 2.49 0.08 0.25
H 2.2072 0.2043 -2.4415 0.42 -0.56 0.24 0.35
H 3.2913 -0.3198 -1.2241 -0.67 -0.19 -1.56 0.37
H 0.6112 -2.6333 0.4849 1.29 2.26 -1.02 0.22
H 0.0479 0.5357 -0.4236 1.83 -1.61 1.36 -0.36
H 0.5185 -0.0678 1.4552 -0.88 -0.77 -2.29 0.18
H 1.0802 -2.3488 -4.1741 -1.36 -0.21 2.25 0.36
H 0.1743 -3.5228 -2.9236 0.97 2.36 -0.31 0.37
H -0.9828 -0.8782 -2.0549 0.47 -1.46 -1.77 -0.51
H -0.6326 -0.5585 -3.8790 -0.27 -1.75 1.81 0.26
H -2.0205 -2.2695 -4.8020 -0.45 0.00 2.87 0.24
H -2.1342 -3.3879 -3.2899 -0.10 2.47 -0.38 0.39
H -4.4489 -1.9600 -3.9279 1.95 0.79 1.36 0.26
H -3.4311 -0.3728 -3.7706 -0.29 -2.36 1.01 -0.02
H -4.6387 0.7673 -1.5999 1.98 -1.55 0.35 0.24
H -3.6274 0.0905 -0.1593 0.19 -0.01 -2.78 0.20
H -2.7633 0.6390 -1.8439 -1.58 -1.16 1.15 0.03
H -4.8913 -4.0899 -0.5453 2.01 0.49 -1.22 0.11
H -3.0403 -4.6308 -0.6423 -1.80 1.58 -0.84 0.24
H -3.9463 -4.1551 -2.2499 -0.22 0.34 2.38 0.22
C -1.4172 -2.1611 3.0538 -0.33 -0.07 -0.14 -0.63
N -0.9062 -1.9185 4.4299 0.10 0.06 1.06 0.87
O -1.6803 -2.1401 5.3684 1.38 0.43 -1.22 -0.51
O 0.2575 -1.5126 4.5292 -1.50 -0.54 0.03 -0.52
H -2.4488 -2.5137 3.1171 0.31 0.10 0.05 0.31
H -1.3657 -1.2147 2.5116 0.07 -0.24 0.05 0.22
H -0.7786 -2.9179 2.5938 -0.07 0.23 0.06 0.25
C -1.7514 -4.8074 -7.9407 0.05 -0.35 -0.13 -0.79
N -1.8416 -4.0061 -6.6903 -0.03 0.26 0.75 0.91
O -1.6559 -4.6008 -5.6222 -0.23 0.99 -1.38 -0.49
O -2.0963 -2.8027 -6.8163 0.38 -1.63 0.21 -0.53
H -1.5231 -5.8432 -7.6808 -0.07 0.32 0.06 0.31
H -2.7173 -4.7404 -8.4455 0.22 0.13 0.05 0.30
H -0.9538 -4.3781 -8.5504 -0.25 0.04 0.07 0.30
C -0.4946 4.0040 -1.8211 -0.04 0.28 0.16 -0.71
N -0.0349 2.6022 -2.0141 0.44 0.14 -0.47 1.16
O -0.7708 1.7021 -1.5928 0.97 0.74 -0.73 -0.65
O 1.0516 2.4448 -2.5829 -1.58 -0.42 0.99 -0.63
H -1.4598 3.9922 -1.3104 0.26 -0.13 -0.13 0.31
H 0.2558 4.5165 -1.2157 -0.13 -0.18 -0.17 0.11
H -0.5867 4.4596 -2.8092 0.26 -0.15 0.45 0.44
C 2.0018 5.6692 2.2928 -0.37 0.21 0.08 -0.97
N 0.8771 5.9425 1.3579 -0.75 0.24 0.28 0.94
O -0.1719 6.3784 1.8464 1.38 -0.87 -1.10 -0.53
O 1.0791 5.7118 0.1600 -0.45 0.30 1.20 -0.63
H 1.6850 5.9162 3.3083 -0.17 -0.02 -0.57 0.39
H 2.2465 4.6081 2.2126 -0.01 0.29 -0.10 0.32
H 2.8430 6.2951 1.9883 -0.24 -0.21 -0.11 0.34
C 4.7018 5.3025 6.0261 0.07 0.02 0.36 -0.74
N 3.5771 5.5759 5.0912 -0.66 0.23 -0.39 0.87
O 2.5281 6.0117 5.5797 1.34 -0.65 -1.00 -0.54
O 3.7791 5.3452 3.8934 0.31 0.45 2.29 -0.43
H 4.3850 5.5496 7.0416 -0.03 -0.03 -0.32 0.31
H 4.9465 4.2414 5.9460 0.02 0.23 -0.13 0.25
H 5.5430 5.9285 5.7216 -0.13 -0.21 -0.05 0.29
C -0.1672 8.4431 -0.1789 -0.08 -0.08 -0.02 -0.61
N -1.1348 9.3485 -0.8555 -0.47 0.64 -0.29 0.92
O -2.1221 8.8267 -1.3866 1.16 0.91 0.53 -0.55
O -0.8759 10.5574 -0.8346 -0.60 -1.70 -0.18 -0.55
H -0.5195 7.4140 -0.2754 -0.02 0.52 -0.05 0.15
H 0.7997 8.5674 -0.6707 -0.59 0.17 0.49 0.44
H -0.1195 8.7375 0.8715 -0.05 0.06 -0.23 0.33
C -8.0923 -5.2002 1.6480 0.04 -0.06 0.36 -0.70
N -7.4044 -5.4572 0.3539 0.32 -0.17 -0.97 0.79
O -6.2865 -5.9836 0.4019 -1.39 0.75 -0.32 -0.49
O -8.0060 -5.1232 -0.6734 1.10 -0.54 1.45 -0.48
H -7.4508 -5.5421 2.4630 -0.09 0.05 -0.31 0.31
H -8.2674 -4.1248 1.7202 -0.09 -0.22 -0.11 0.29
H -9.0320 -5.7561 1.6378 0.12 0.22 -0.08 0.28
C -2.2553 -2.4338 8.6674 0.04 0.27 -0.14 -0.66
N -3.1141 -3.1007 9.6831 -0.69 -0.39 0.85 0.83
O -3.8321 -2.3755 10.3814 0.94 -1.23 -0.90 -0.50
O -3.0432 -4.3332 9.7506 -0.20 1.76 -0.01 -0.50
H -2.4193 -1.3553 8.7195 -0.04 -0.32 0.07 0.30
H -1.2173 -2.6778 8.9022 -0.22 -0.08 -0.12 0.28
H -2.5427 -2.8206 7.6876 0.17 -0.02 0.24 0.26
C 3.9497 -3.3287 1.9991 -0.23 0.24 0.10 -0.26
N 5.3568 -3.5350 2.4363 1.04 0.07 0.59 0.92
O 5.7725 -2.8254 3.3598 -0.43 -1.15 -1.46 -0.53
O 6.0045 -4.4033 1.8401 -0.80 1.19 0.87 -0.54
H 3.5031 -2.5390 2.6070 0.20 -0.24 -0.06 -0.02
H 3.9707 -3.0396 0.9463 0.02 -0.25 0.18 0.07
H 3.4187 -4.2720 2.1416 0.13 0.13 -0.16 0.32
C 3.7252 0.5063 3.5680 -0.02 -0.35 0.03 -0.53
N 2.9091 1.7117 3.2601 -0.49 0.76 -0.18 0.93
O 1.7070 1.5375 3.0286 1.52 0.52 0.14 -0.54
O 3.4983 2.7988 3.2594 -1.10 -1.71 -0.08 -0.52
H 3.0807 -0.3747 3.5337 0.02 0.33 0.06 0.00
H 4.5111 0.4388 2.8130 -0.03 0.14 0.24 0.30
H 4.1444 0.6387 4.5674 0.03 0.02 -0.26 0.32
C -3.8795 3.0446 -4.7417 -0.30 -0.15 -0.10 -0.81
N -2.4059 2.8412 -4.7098 0.82 -0.42 -0.18 0.88
O -1.9770 1.7474 -5.0952 -0.31 1.65 0.72 -0.48
O -1.7215 3.7854 -4.2987 -0.95 -1.54 -0.95 -0.57
H -4.3531 2.1374 -5.1230 0.25 0.19 0.08 0.31
H -4.2060 3.2499 -3.7202 0.11 0.12 -0.19 0.31
H -4.0811 3.8912 -5.4011 0.07 -0.06 0.24 0.31
C 6.4838 -7.3160 0.4458 0.09 0.30 -0.03 -0.62
N 5.5355 -8.3431 -0.0636 -0.11 -1.25 0.17 0.91
O 4.6568 -7.9636 -0.8464 0.65 -0.47 0.67 -0.59
O 5.6999 -9.5013 0.3369 -0.55 2.09 -0.92 -0.49
H 6.2221 -6.3481 0.0130 0.04 -0.29 0.14 0.21
H 6.3890 -7.2904 1.5333 0.10 -0.08 -0.22 0.27
H 7.4887 -7.6155 0.1414 -0.19 -0.04 0.17 0.29
C 2.6093 7.4140 -4.0760 0.13 -0.08 -0.30 -0.66
N 2.9741 7.8021 -2.6867 0.84 0.23 0.86 0.78
O 4.1770 7.8171 -2.4006 -2.02 0.03 -0.19 -0.50
O 2.0427 8.0806 -1.9226 1.75 -0.50 -1.32 -0.53
H 3.5228 7.1972 -4.6336 -0.18 0.09 0.27 0.30
H 1.9753 6.5271 -4.0146 0.00 0.25 0.03 0.19
H 2.0747 8.2545 -4.5233 -0.02 -0.19 0.16 0.30